ORCA calculation (the ωB97M-V functional and the def2-TZVPD basis) on 5 unconnected molecules or ions with the total composition H10O5 in a non-equilibrium geometry.

Structure (ORCA input):
```
! wB97M-V def2-TZVPD RIJCOSX def2/J DEFGRID3
* xyz 0 1
O 9.19600 -4.60000 14.75900
H 10.12000 -4.78400 14.91900
H 8.83100 -5.32000 14.18700
O 9.15000 -2.26900 13.33500
H 9.27000 -3.09100 13.77200
H 9.87300 -1.71500 13.58600
O 11.56500 -5.66200 12.56500
H 11.04300 -5.01500 12.08700
H 12.40000 -5.64100 12.08300
O 9.15700 -7.19700 12.74800
H 8.42500 -6.58200 12.56500
H 9.96900 -6.71600 12.65600
O 7.42400 -5.22200 12.62300
H 6.57400 -5.60600 12.81100
H 7.24900 -4.39900 12.23400
*
```

- HOMO level: -0.394 Ha
- Lowest unoccupied orbital energy: 0.39 eV
- ΔE to the lowest compared entry with this formula, charge and spin: 0.933 eV
- HOMO-LUMO gap: 11.1 eV
- E: -382.1899 a.u.